No. 1
The following is a DFT calculation (ωB97M-V with the def2-TZVPD basis set) of C33H34HgN4OP as an isolated structure.

Results
- Relative energy (zero: lowest compared OMol25 entry of this formula, charge and spin): 4.9 kcal/mol
- DFT total energy: -56241.79947 eV
- Multiplicity: 2
- <S²>: 0.770
- Orbital gap (alpha / beta): 5.0 / 7.9 eV
- LUMO (alpha / beta): 0.4 / 0.4 eV

Geometry (Å):
Hg 0.89 -0.28 -1.03
P 0.18 0.22 1.41
O 3.85 1.36 -1.05
N -0.86 1.99 -1.71
N -2.63 0.76 -2.73
N 2.73 1.17 -0.17
N -1.64 -1.02 -1.49
C -3.62 -1.19 2.26
C -0.15 2.30 3.18
C 3.30 -2.69 -3.99
C 3.33 -2.91 -1.50
C -2.45 1.11 1.27
C -3.57 -1.42 -2.82
C 1.09 -2.12 4.69
C 1.24 4.26 3.35
C -3.83 1.02 1.35
C -2.67 -3.19 -1.51
C -0.55 4.30 -2.29
C -3.63 -2.73 -2.41
C -1.63 0.06 1.70
C 1.76 2.58 1.63
C 0.14 3.49 3.80
C 0.52 -1.15 3.88
C -0.24 3.18 -1.56
C -4.42 -0.14 1.85
C 1.90 -1.88 2.06
C 2.00 3.82 2.31
C -1.85 1.91 -2.59
C -1.71 -2.30 -1.10
C 0.62 1.81 2.10
C 3.02 -1.98 -2.67
C 1.58 -1.50 -2.64
C -2.21 3.00 -3.39
C 0.91 -1.03 2.54
C 2.06 -2.97 4.19
C 2.48 -2.85 2.87
C -2.56 -0.58 -2.32
C -2.23 -1.10 2.18
C -1.55 4.20 -3.24
C 2.69 2.27 0.60
H -0.91 -2.62 -0.43
H -3.40 0.91 -3.36
H -4.45 1.86 1.04
H -0.47 3.83 4.63
H 4.34 -3.04 -4.04
H -2.99 2.89 -4.13
H 3.46 3.01 0.42
H 2.49 -3.74 4.82
H -0.23 -0.48 4.28
H 4.37 -3.25 -1.52
H -1.81 5.05 -3.86
H 3.69 -1.12 -2.61
H -4.08 -2.10 2.64
H -1.00 1.73 3.52
H 2.65 -3.57 -4.10
H -2.68 -4.21 -1.15
H 0.77 -2.20 5.72
H 4.20 0.47 -1.15
H 2.23 -1.76 1.03
H 0.56 3.19 -0.82
H 1.36 -0.91 -3.54
H 3.13 -2.02 -4.84
H 2.68 -3.80 -1.54
H 1.48 5.20 3.83
H -1.98 2.01 0.87
H -4.30 -1.02 -3.52
H -1.62 -1.93 2.51
H 3.25 -3.50 2.48
H -0.02 5.23 -2.11
H 0.90 -2.36 -2.65
H 3.15 -2.41 -0.54
H -4.40 -3.39 -2.78
H -5.50 -0.21 1.92
H 2.85 4.41 1.97

Results of the Löwdin charge analysis, in e, for atoms 1 through 4:
1. Hg 0.996
2. P 1.008
3. O -0.124
4. N 0.096

No. 2
The following is a DFT calculation (ωB97M-V with the def2-TZVPD basis set) of C33H34I2N6OV as an isolated structure.

Results
- Relative energy (zero: lowest compared OMol25 entry of this formula, charge and spin): 3.3 kcal/mol
- DFT total energy: -87622.34420 eV
- Orbital gap (alpha / beta): 4.6 / 4.6 eV
- Net charge: +3
- LUMO (alpha / beta): -10.9 / -10.9 eV

Geometry (Å):
I -4.65 1.56 1.93
I -5.37 5.70 -2.38
V -0.78 0.12 -0.06
O -1.90 1.33 0.31
N 3.21 -2.41 -0.50
N 2.44 -2.05 -2.74
N 3.58 -0.29 -1.55
N -2.16 -1.02 -1.07
N -0.63 1.08 -1.94
N 1.28 -0.91 -0.89
C 3.73 3.03 3.49
C -1.84 -2.84 3.69
C -1.52 -1.63 4.32
C -4.71 3.57 -0.35
C -3.03 -1.88 -0.50
C -4.22 4.23 -1.47
C 2.33 0.18 -1.03
C 2.72 0.42 3.32
C 0.89 1.30 1.89
C -3.95 2.59 0.27
C -1.46 -3.09 2.38
C -0.37 -0.92 2.31
C 4.13 -1.29 -0.64
C -0.73 -2.14 1.69
C -2.20 2.93 -1.39
C -4.30 -2.06 -2.51
C 4.35 1.97 4.15
C -2.70 2.30 -0.26
C -0.83 2.57 -1.89
C -1.51 0.43 -2.95
C -2.97 3.91 -2.00
C 0.26 0.12 1.60
C 2.60 2.80 2.75
C -0.81 -0.68 3.65
C 1.17 -1.59 -2.25
C 3.36 -0.92 -2.86
C 1.95 -1.96 0.00
C -4.09 -2.43 -1.18
C -3.45 -1.14 -3.08
C 2.07 1.49 2.65
C -2.40 -0.63 -2.34
C 3.84 0.67 4.06
C 3.01 -3.03 -1.81
H 2.09 -1.51 0.99
H -2.14 1.18 -3.42
H 3.96 -3.38 -2.20
H -0.68 2.98 -2.89
H 0.79 -0.86 -2.96
H -1.83 -1.46 5.35
H -0.91 -0.01 -3.74
H -5.13 -2.47 -3.07
H 0.47 -2.42 -2.16
H 4.13 4.03 3.58
H 1.30 -2.82 0.07
H -0.05 2.97 -1.25
H -2.61 4.42 -2.88
H 0.33 0.95 -2.24
H -1.71 -4.04 1.91
H -3.60 -0.80 -4.10
H 4.31 -1.27 -3.26
H 5.09 -1.64 -1.02
H 5.23 2.16 4.74
H 4.30 -0.83 0.34
H 1.97 0.96 -1.71
H 2.33 -3.88 -1.72
H -0.38 -2.38 0.69
H 2.48 0.62 -0.05
H -0.56 0.26 4.12
H 2.10 3.62 2.24
H 4.34 -0.14 4.58
H -4.75 -3.12 -0.68
H 0.46 2.19 1.42
H -5.68 3.82 0.05
H -2.39 -3.60 4.24
H 2.32 -0.58 3.25
H -2.86 -2.12 0.54
H 2.95 -0.18 -3.56

Results of the Löwdin charge analysis, in e, for atoms 1 through 4:
1. I 1.021
2. I 1.036
3. V 1.004
4. O -0.201

Which of these has the lowest relative energy (zero: lowest compared OMol25 entry of this formula, charge and spin)?
C33H34I2N6OV

Among the records above, which one has the lowest relative energy (zero: lowest compared OMol25 entry of this formula, charge and spin)?
C33H34I2N6OV

Which of these has the lowest DFT total energy?
C33H34I2N6OV